(1)
{
  "formula": "C24H76N4O12",
  "method": "the ωB97M-V functional and the def2-TZVPD basis",
  "smiles": "COC[C@H](C)N.COC[C@H](C)N.COC[C@H](C)N.COC[C@H](C)N.CCO.CCO.CCO.CCO.O.O.O.O",
  "largest_force_ev_per_a": 1.98,
  "gap_ev": 8.56,
  "total_energy_ev": -56647.6690,
  "homo_energy_ev": -8.34,
  "lumo_ev": 0.220,
  "symbols": ["C", "O", "C", "C", "C", "N", "H", "H", "H", "H", "H", "H", "H", "H", "H", "H", "H", "C", "O", "C", "C", "C", "N", "H", "H", "H", "H", "H", "H", "H", "H", "H", "H", "H", "C", "O", "C", "C", "C", "N", "H", "H", "H", "H", "H", "H", "H", "H", "H", "H", "H", "C", "O", "C", "C", "C", "N", "H", "H", "H", "H", "H", "H", "H", "H", "H", "H", "H", "C", "C", "O", "H", "H", "H", "H", "H", "H", "C", "C", "O", "H", "H", "H", "H", "H", "H", "C", "C", "O", "H", "H", "H", "H", "H", "H", "C", "C", "O", "H", "H", "H", "H", "H", "H", "O", "H", "H", "O", "H", "H", "O", "H", "H", "O", "H", "H"],
  "xyz": [[-5.085519, 2.846532, -1.464752], [-5.403317, 1.645060, -0.793901], [-4.545395, 0.609444, -1.246521], [-4.769661, -0.691253, -0.493613], [-4.556516, -0.459456, 0.988496], [-3.830977, -1.652223, -1.058470], [-5.405392, 3.768544, -0.970487], [-5.548967, 2.777612, -2.453358], [-4.003063, 3.038562, -1.475257], [-4.703532, 0.533140, -2.331980], [-3.481899, 0.874091, -1.141699], [-5.819248, -0.977277, -0.652471], [-4.660536, -1.324652, 1.640715], [-5.315890, 0.264817, 1.305518], [-3.601234, 0.033477, 1.183201], [-3.612762, -1.429827, -2.028884], [-4.146711, -2.610893, -1.023933], [3.255183, 1.499869, 5.841093], [3.768632, 1.343069, 4.539917], [4.986770, 0.668940, 4.447507], [5.489235, 0.500403, 2.999686], [4.390426, -0.150061, 2.166093], [6.656841, -0.337549, 2.881472], [3.825166, 0.957702, 6.602091], [2.215424, 1.200864, 5.975762], [3.352348, 2.560796, 6.087244], [5.791043, 1.124246, 5.052896], [4.960658, -0.328360, 4.927425], [5.649599, 1.545513, 2.720947], [3.434067, 0.347060, 2.306380], [4.186926, -1.161839, 2.545234], [4.567436, -0.332358, 1.106878], [6.495518, -1.317663, 3.060312], [7.444151, -0.042571, 3.446666], [4.659118, 5.558529, -1.868010], [4.030398, 5.044899, -3.006790], [3.076689, 4.057661, -2.778269], [3.641216, 2.677062, -2.409238], [4.469007, 2.103748, -3.582697], [2.490803, 1.819023, -2.176917], [5.530617, 4.977062, -1.540814], [3.947407, 5.696636, -1.049672], [5.108537, 6.532255, -2.082778], [2.293478, 4.257978, -2.029506], [2.475146, 3.971219, -3.689480], [4.284249, 2.761495, -1.530468], [5.378553, 2.720078, -3.636744], [3.958126, 2.226612, -4.536285], [4.748049, 1.073691, -3.374548], [2.710864, 0.837753, -2.094441], [1.753196, 1.950826, -2.850637], [-3.212410, -1.711973, -5.090525], [-2.843212, -1.064376, -3.896305], [-1.539592, -0.483458, -3.875391], [-1.594199, 1.033893, -3.926336], [-2.127167, 1.508050, -5.264130], [-0.218497, 1.528941, -3.695817], [-3.074651, -1.068766, -5.964233], [-4.282130, -1.918317, -5.008894], [-2.717967, -2.675166, -5.255029], [-1.137146, -0.825290, -2.912147], [-0.854911, -0.932627, -4.599758], [-2.271781, 1.451561, -3.174596], [-1.570945, 1.138219, -6.126739], [-2.083662, 2.597557, -5.373798], [-3.191219, 1.264935, -5.298320], [-0.272305, 2.546150, -3.713450], [-0.029410, 1.307862, -2.717689], [-1.071967, -3.882604, -2.892534], [-1.283071, -3.978133, -1.381185], [-0.781782, -5.202745, -0.914463], [-1.382194, -2.910152, -3.295615], [-1.691457, -4.624925, -3.394759], [-0.009589, -3.876936, -3.137897], [-2.344455, -3.796638, -1.152210], [-0.811865, -3.150391, -0.844072], [-1.192873, -5.937357, -1.377601], [-2.894435, -4.724378, 1.754860], [-2.917141, -3.230031, 1.945227], [-2.092868, -2.930489, 3.095453], [-1.913727, -5.100629, 1.469055], [-3.557181, -5.085778, 0.957221], [-3.319024, -5.263978, 2.604082], [-3.924887, -2.884334, 2.184881], [-2.500244, -2.730692, 1.068442], [-1.849620, -1.999093, 2.976020], [-0.842182, 0.626040, 0.275488], [0.433882, -0.212974, 0.278207], [0.839597, -0.545350, 1.634122], [-0.956023, 1.106774, -0.702230], [-0.905385, 1.345664, 1.081019], [-1.653764, -0.109653, 0.237314], [1.275505, 0.379485, -0.095120], [0.337623, -1.126326, -0.313775], [0.108263, -0.469056, 2.273141], [-2.053866, 1.578221, 4.954980], [-2.463483, 0.505301, 3.947128], [-1.288329, -0.130602, 3.457133], [-2.891862, 2.147813, 5.356936], [-1.316791, 2.266152, 4.537068], [-1.527324, 1.132349, 5.804892], [-2.998672, 0.951934, 3.112677], [-3.097071, -0.253390, 4.410895], [-0.696294, -0.462230, 4.151081], [0.411895, -1.927462, 4.872828], [0.636865, -2.204487, 5.766900], [0.965631, -2.465726, 4.297121], [1.679074, 2.158574, 1.991312], [2.013935, 2.033977, 2.888189], [1.437166, 1.265710, 1.705346], [3.092274, -1.331366, -1.364054], [2.834843, -1.765232, -0.540770], [2.853420, -1.958750, -2.053932], [2.219461, -2.892532, 1.006565], [1.664397, -2.096756, 1.142671], [1.912566, -3.524308, 1.662230]],
  "forces_ev_per_a": [[0.18, 0.29, -0.03], [0.53, 0.25, 0.77], [-0.08, 0.43, -0.39], [-0.37, 0.00, -0.23], [-0.52, 0.88, 0.42], [0.45, 0.08, -0.22], [-0.82, -0.55, 0.33], [0.45, 0.41, -0.23], [0.06, -0.53, -0.54], [-0.03, -0.55, 0.00], [-0.05, 0.22, 0.25], [0.06, -0.09, 0.00], [0.01, 0.02, -0.40], [0.03, -0.08, 0.06], [0.12, -0.28, -0.11], [-0.10, -0.18, 0.10], [-0.18, 0.05, 0.14], [0.62, 0.66, 0.70], [-0.53, -0.21, -0.40], [1.19, -1.36, 0.80], [-1.38, -0.13, 0.22], [-0.81, -0.57, 0.35], [0.95, 0.56, 0.10], [0.14, -0.15, -0.20], [-0.09, -0.09, -0.59], [-0.22, 0.02, 0.21], [-0.17, 0.62, -0.22], [-0.59, -0.12, -0.28], [0.49, -0.24, -0.74], [0.12, 0.26, -0.27], [0.25, 0.00, 0.24], [0.40, 0.58, -0.03], [-0.36, 0.02, 0.04], [-0.07, 0.09, -0.02], [0.58, 0.41, 0.49], [0.00, 0.45, -0.28], [-0.70, -1.05, 0.27], [-0.35, -0.56, -1.72], [0.77, 1.27, 0.79], [-0.37, 0.31, 1.13], [-0.35, -0.44, 0.11], [0.06, -0.14, 0.11], [-0.39, 0.05, -0.36], [0.50, 0.69, 0.39], [0.38, -0.12, -0.30], [-0.22, -0.13, 0.18], [0.06, -0.33, -0.24], [-0.22, -0.27, 0.03], [-0.03, -0.09, -0.17], [0.15, -0.11, -0.04], [0.38, -0.06, -0.34], [-0.65, 0.05, -0.30], [0.19, 0.07, -0.31], [-0.21, -0.50, 1.25], [0.61, 0.30, -0.78], [-0.22, 0.64, -0.14], [-0.73, -0.06, 0.36], [0.14, -0.06, 0.01], [0.04, 0.01, 0.00], [0.28, 0.13, 0.14], [0.16, 0.41, 0.10], [-0.23, 0.31, -0.45], [-0.14, -0.47, 0.22], [-0.11, -0.40, 0.11], [0.06, 0.00, 0.33], [0.09, -0.21, -0.38], [0.16, -0.05, -0.09], [0.28, 0.04, -0.11], [-0.11, 1.34, 0.21], [-0.53, 0.64, -0.88], [0.26, -0.16, 0.77], [-0.37, -0.21, 0.36], [0.44, -0.27, -0.19], [0.00, -0.81, -0.06], [0.05, -0.55, -0.01], [0.50, -0.33, -0.04], [-0.12, 0.12, -0.11], [-0.70, -0.79, -0.51], [0.55, -0.56, 0.91], [-0.11, 0.25, -0.72], [0.13, 0.07, 0.36], [0.00, 0.54, -0.26], [0.50, 0.20, 0.38], [0.03, -0.12, -0.38], [-0.34, 0.15, -0.06], [0.12, -0.08, 0.44], [-0.22, -1.44, -1.29], [0.32, 1.17, 0.79], [0.00, -0.39, -0.22], [0.27, 0.36, 0.17], [0.00, 0.04, 0.10], [-0.30, 0.37, 0.67], [-0.10, -0.22, -0.30], [-0.09, 0.06, 0.00], [-0.21, 0.09, -0.53], [0.25, -0.07, 0.25], [0.57, 0.37, 0.98], [0.26, -0.24, -0.88], [-0.08, -0.04, -0.12], [-0.24, 0.07, -0.33], [-0.22, -0.21, 0.04], [0.16, -0.13, -0.17], [-0.18, 0.07, 0.01], [-0.42, -0.02, 0.39], [0.15, 0.09, 0.10], [-0.06, 0.04, -0.04], [-0.09, 0.05, -0.06], [-0.11, 0.17, 0.11], [0.11, -0.01, -0.11], [0.17, 0.09, 0.29], [-0.08, 0.16, -0.19], [0.18, -0.23, 0.00], [0.06, -0.02, 0.07], [-0.16, 0.33, -0.14], [0.14, -0.26, 0.49], [-0.02, -0.08, -0.14]]
}

(2)
{
  "formula": "C24H76O24S5",
  "method": "the ωB97M-V functional and the def2-TZVPD basis",
  "largest_force_ev_per_a": 3.55,
  "gap_ev": 9.75,
  "total_energy_ev": -129429.7357,
  "homo_energy_ev": -9.61,
  "lumo_ev": 0.135,
  "symbols": ["O", "S", "O", "O", "C", "C", "C", "H", "H", "H", "H", "H", "H", "H", "H", "O", "S", "O", "O", "C", "C", "C", "H", "H", "H", "H", "H", "H", "H", "H", "O", "S", "O", "O", "C", "C", "C", "H", "H", "H", "H", "H", "H", "H", "H", "O", "S", "O", "O", "C", "C", "C", "H", "H", "H", "H", "H", "H", "H", "H", "O", "S", "O", "O", "C", "C", "C", "H", "H", "H", "H", "H", "H", "H", "H", "C", "O", "H", "H", "H", "H", "C", "O", "H", "H", "H", "H", "C", "O", "H", "H", "H", "H", "C", "O", "H", "H", "H", "H", "C", "O", "H", "H", "H", "H", "C", "O", "H", "H", "H", "H", "C", "O", "H", "H", "H", "H", "C", "O", "H", "H", "H", "H", "C", "O", "H", "H", "H", "H"],
  "xyz": [[-5.805923, -3.760352, -0.808850], [-5.617053, -2.468149, -1.413428], [-6.255111, -1.295553, -0.898878], [-4.042626, -2.143207, -1.421361], [-3.132273, -3.236611, -1.541874], [-1.738701, -2.720810, -1.807974], [-5.916418, -2.584847, -3.217511], [-3.410415, -3.852583, -2.404028], [-3.126707, -3.885158, -0.665150], [-1.326572, -2.112275, -1.008468], [-1.711127, -2.163182, -2.747976], [-1.102815, -3.591783, -1.979765], [-5.632799, -3.588281, -3.522539], [-5.278241, -1.816109, -3.643499], [-6.966234, -2.415343, -3.434738], [-2.666731, 6.207950, 0.140140], [-3.111808, 5.088108, 0.943821], [-3.254213, 3.809080, 0.331905], [-2.119612, 4.992402, 2.222518], [-1.905783, 6.204456, 2.950616], [-0.555725, 6.059083, 3.688622], [-4.667191, 5.490172, 1.777143], [-2.657806, 6.275493, 3.742774], [-1.947460, 7.090969, 2.321951], [-0.632551, 6.577197, 4.645782], [0.234773, 6.621947, 3.187280], [-0.288604, 5.012789, 3.794974], [-4.974235, 4.678088, 2.430065], [-5.440176, 5.653521, 1.027230], [-4.556225, 6.438390, 2.298218], [2.003263, 3.378442, -5.003488], [2.022394, 4.031345, -3.726974], [2.707143, 5.251133, -3.487476], [0.529644, 4.092578, -3.103706], [-0.429169, 3.046004, -3.367123], [-1.767930, 3.573937, -2.858276], [2.747930, 2.809063, -2.584730], [-0.119324, 2.173838, -2.787474], [-0.477193, 2.861358, -4.439162], [-2.086633, 4.510215, -3.308733], [-1.728941, 3.737195, -1.778548], [-2.528558, 2.796896, -2.953340], [2.571160, 1.836212, -3.039349], [2.311689, 2.891624, -1.596405], [3.828228, 2.937980, -2.607227], [0.955985, 0.095103, -1.650982], [1.716855, -0.074177, -0.438851], [3.021449, 0.502780, -0.356958], [0.867854, 0.500403, 0.821866], [-0.529044, 0.092039, 0.889408], [-1.422172, 1.066199, 0.160798], [1.651084, -1.828152, -0.020995], [-0.797599, 0.163336, 1.943796], [-0.595677, -0.931790, 0.537689], [-1.344798, 2.087624, 0.525827], [-2.463174, 0.759563, 0.285499], [-1.248872, 1.081515, -0.915733], [1.534581, -1.926275, 1.056030], [2.534234, -2.363195, -0.374863], [0.801777, -2.299646, -0.510192], [-1.082719, -5.560668, 1.028370], [-0.715656, -4.474775, 1.914929], [-0.713670, -3.093736, 1.516127], [-1.690948, -4.557791, 3.226230], [-2.203554, -5.847191, 3.552021], [-2.715895, -5.810169, 4.996685], [0.903624, -4.817474, 2.661019], [-1.401359, -6.584592, 3.482906], [-3.057340, -6.078192, 2.914756], [-2.673600, -6.800799, 5.447970], [-3.684032, -5.322547, 5.078048], [-2.044928, -5.231221, 5.640309], [1.643962, -4.746166, 1.871619], [0.845104, -5.825104, 3.069907], [1.001773, -4.115019, 3.482466], [-1.925745, -0.639264, -3.495797], [-2.120310, 0.141962, -4.640888], [-2.909182, -1.043818, -3.238670], [-1.250640, -1.488598, -3.666328], [-1.541673, -0.113755, -2.613408], [-1.307745, 0.280286, -5.155528], [1.341569, 0.086457, -5.080309], [0.306059, 0.125173, -6.088972], [0.866648, -0.033668, -4.107789], [1.921489, -0.810747, -5.309114], [1.910520, 1.013565, -5.082298], [0.720298, 0.455354, -6.890778], [4.526250, -4.119834, 1.530027], [4.508740, -5.508665, 1.797765], [3.837172, -3.906230, 0.712423], [4.166442, -3.532332, 2.382029], [5.507394, -3.763629, 1.207450], [5.190505, -5.718827, 2.439775], [1.435429, -1.264923, 3.623210], [2.617094, -2.044659, 3.462719], [1.681439, -0.306179, 4.079906], [0.937839, -1.170778, 2.660607], [0.777633, -1.770489, 4.329064], [3.283155, -1.491887, 3.019734], [6.230482, -0.291549, -1.211853], [6.592080, -1.480228, -1.914341], [6.083694, 0.526821, -1.920690], [5.311709, -0.502469, -0.671548], [6.958099, 0.066065, -0.478926], [7.441983, -1.336112, -2.339627], [3.898008, 1.163667, 3.219787], [3.966956, 0.094588, 2.259693], [4.625081, 1.941244, 2.973289], [2.899289, 1.605205, 3.160676], [4.095725, 0.768304, 4.212588], [3.685503, 0.488604, 1.423246], [3.416975, -2.224755, -3.043894], [4.231396, -2.906207, -2.099224], [3.600100, -2.646851, -4.036392], [2.406277, -2.438750, -2.700620], [3.601310, -1.148053, -3.095693], [5.132082, -2.538788, -2.048264], [-3.638596, 1.312227, 2.927487], [-2.754911, 1.138504, 4.044741], [-3.663017, 0.398163, 2.344035], [-4.644243, 1.604275, 3.233369], [-3.198062, 2.123276, 2.344249], [-2.910545, 1.841225, 4.678777], [0.618377, 4.287325, 0.220074], [1.779011, 4.128491, 1.015318], [0.670209, 5.123334, -0.489192], [0.339205, 3.445172, -0.407580], [-0.228849, 4.583348, 0.842986], [1.903670, 4.946342, 1.502065]],
  "forces_ev_per_a": [[-0.09, 0.57, -0.24], [0.25, -0.32, -0.68], [0.23, -0.35, -0.18], [-0.78, 0.35, 0.39], [0.79, -0.91, -0.26], [0.00, -0.54, -0.17], [0.28, -0.01, 1.18], [-0.19, -0.02, 0.08], [-0.40, 0.23, 0.13], [-0.12, -0.05, 0.16], [-0.18, -1.74, 2.01], [0.11, -0.10, 0.33], [0.12, 0.05, -0.07], [-0.11, -0.01, -0.24], [-0.03, 0.10, 0.17], [-0.51, -0.84, 0.77], [-0.37, 1.59, 0.05], [0.43, -0.15, 0.51], [-0.81, -0.57, -1.19], [0.78, 0.00, 1.46], [-0.25, 1.08, -0.49], [0.24, 0.28, -0.56], [-0.28, -0.02, -0.35], [0.02, -0.15, -0.20], [-0.07, -0.41, 0.20], [0.06, -0.41, -0.32], [0.03, -0.01, 0.17], [0.24, -0.04, 0.05], [0.19, -0.20, -0.23], [0.16, -0.12, 0.18], [-0.33, 0.69, -0.44], [0.13, -2.82, 2.14], [-0.64, 0.83, -0.34], [1.26, 1.18, -0.71], [-0.66, 0.45, 0.08], [0.18, -0.53, 0.77], [-0.10, 0.16, -1.13], [-0.04, -0.21, -0.28], [0.19, -0.24, 0.05], [0.08, -0.11, -0.30], [0.22, 0.16, -0.03], [-0.03, 0.06, -0.44], [-0.34, -0.06, 0.28], [0.17, 0.10, 0.07], [-0.04, 0.33, 0.25], [0.37, 0.19, 0.23], [-2.21, -1.04, 0.74], [0.15, 0.05, 0.26], [1.18, 0.10, -1.08], [-0.26, 0.80, 0.03], [-0.38, -0.16, -0.64], [0.49, -0.08, -0.19], [0.32, -0.38, 0.08], [-0.31, -0.03, 0.12], [0.16, -0.08, 0.21], [0.03, -0.03, 0.08], [0.17, -0.01, 0.07], [0.26, 0.01, -0.12], [0.25, 0.38, 0.02], [-0.14, 0.36, -0.03], [0.26, 1.22, 0.41], [0.16, -0.92, 1.03], [-0.36, -0.62, -0.07], [0.86, 0.78, -1.22], [-0.55, -0.47, 1.14], [0.85, 0.52, 0.22], [-1.49, -0.21, -0.08], [-0.20, -0.09, -0.28], [0.40, -0.19, -0.34], [-0.55, -0.13, -0.25], [-0.17, -0.32, -0.03], [0.12, 0.11, -0.28], [0.17, 0.11, 0.14], [0.14, -0.07, -0.18], [0.37, 0.23, -0.23], [-0.24, 0.74, -1.25], [-0.10, 0.72, -0.20], [0.15, 0.20, -0.06], [0.24, 1.15, -1.23], [0.04, 0.14, -0.15], [-0.01, -0.21, 0.18], [-0.52, -0.48, -0.53], [0.16, 0.31, 0.37], [-0.04, 0.00, -0.04], [0.47, 0.24, 0.37], [0.20, -0.12, -0.04], [-0.20, 0.04, -0.07], [-0.16, 0.54, 0.06], [-0.15, -0.24, -0.13], [0.04, -0.30, -0.10], [0.21, -0.11, 0.02], [0.06, -0.03, 0.07], [0.01, 0.09, 0.03], [0.56, -0.30, 0.22], [-0.04, -0.24, 0.18], [-0.18, 0.25, -0.28], [-0.27, 0.37, 0.27], [-0.05, -0.20, -0.10], [-0.25, 0.16, -0.03], [-0.15, 0.37, -0.06], [0.36, 0.19, 0.33], [-0.27, 0.01, 0.03], [-0.08, 0.05, -0.16], [0.26, -0.42, -0.04], [-0.04, -0.13, -0.05], [-0.22, -0.05, -0.67], [0.23, 0.40, 0.48], [0.07, -0.05, 0.14], [0.04, 0.08, 0.31], [-0.02, -0.07, -0.02], [0.03, -0.30, -0.20], [0.60, -0.57, 0.23], [0.13, 0.12, 0.44], [-0.31, 0.07, -0.09], [-0.23, 0.28, -0.47], [-0.07, 0.04, 0.21], [-0.30, 0.01, -0.34], [0.76, 0.91, 0.38], [-0.24, -0.58, 0.05], [-0.02, -0.09, 0.10], [-0.09, -0.21, 0.02], [-0.38, -0.10, -0.48], [-0.03, 0.05, -0.04], [-0.90, 1.54, -0.20], [0.11, -0.54, -0.34], [0.55, -0.02, -0.05], [0.46, -0.52, 0.49], [-0.11, -0.53, 0.08], [0.04, 0.02, -0.03]]
}

Number 2 is which compound?
C24H76O24S5